Formula: C43H95KN4O24
Source: OMol25
Level of theory: ωB97M-V/def2-TZVPD

Structure (XYZ):
```
167
Properties=species:S:1:pos:R:3:forces:R:3
K 0.137 -4.381 1.385 0.0 0.8 0.0
C 4.113 4.700 -1.534 0.2 -0.5 0.4
C 2.934 4.019 -0.853 0.2 0.5 0.2
N 2.165 3.150 -1.742 0.5 0.4 -0.2
C 2.645 2.358 -2.758 0.7 0.1 0.3
C 1.592 1.771 -3.336 -0.2 -0.4 -0.2
N 0.474 2.207 -2.661 -0.4 0.0 -0.8
C 0.855 3.055 -1.733 -0.6 0.2 0.9
C -0.889 1.792 -2.965 0.0 -0.6 0.2
H 3.822 5.483 -2.227 -0.1 0.0 -0.1
H 4.760 3.971 -2.024 0.0 0.1 -0.1
H 4.701 5.137 -0.726 0.0 0.2 -0.1
H 2.271 4.801 -0.487 -0.1 -0.2 0.0
H 3.265 3.448 0.014 0.0 -0.1 -0.1
H 3.689 2.243 -2.969 0.1 0.0 0.0
H 1.566 1.049 -4.128 -0.2 -0.1 -0.1
H 0.211 3.538 -1.017 -0.1 0.0 -0.1
H -1.624 2.463 -2.532 0.2 0.2 0.1
H -1.023 0.806 -2.520 -0.2 0.0 -0.1
H -1.012 1.714 -4.040 0.0 0.1 0.0
C -1.375 0.331 0.416 0.0 0.3 -0.1
C -0.966 1.651 0.604 0.4 -0.1 0.1
C 0.406 1.904 1.276 -0.2 -0.3 -0.5
O 0.857 3.070 1.276 0.0 0.3 0.3
C 1.117 0.796 1.725 0.0 0.3 0.1
C 0.622 -0.512 1.673 1.0 -0.2 0.4
C -0.729 -0.761 0.994 -0.8 -0.4 -0.6
O -1.234 -1.914 0.925 0.8 -0.3 0.4
O 1.302 -1.479 2.128 -0.7 -0.2 -0.3
O -1.622 2.617 0.195 0.0 0.7 -0.3
H -2.282 0.242 -0.174 -0.1 -0.4 0.2
H 2.111 0.993 2.113 0.0 -0.3 0.1
C -6.883 2.776 -5.176 -0.1 0.0 -0.6
C -5.512 2.162 -5.221 0.1 -0.2 -0.2
O -5.158 1.771 -3.883 -0.3 0.1 0.0
C -4.123 0.952 -3.749 0.0 0.0 -0.3
O -3.377 0.603 -4.628 0.0 0.1 -0.1
O -3.969 0.535 -2.509 0.5 -0.3 0.5
C -4.939 0.778 -1.486 -0.1 0.4 0.1
H -6.939 3.552 -4.418 -0.1 0.1 -0.1
H -7.681 2.051 -5.027 0.1 -0.1 0.3
H -7.060 3.191 -6.174 -0.1 0.3 0.2
H -4.778 2.870 -5.608 0.1 0.0 0.2
H -5.483 1.288 -5.874 0.0 0.0 0.1
H -4.957 1.821 -1.168 0.1 0.0 -0.3
H -4.599 0.192 -0.639 -0.2 -0.1 0.0
H -5.928 0.484 -1.830 0.0 -0.1 0.1
C -1.774 0.562 8.644 0.0 0.5 -0.3
C -2.532 1.265 7.526 0.3 -1.0 0.1
O -1.638 2.201 6.922 0.2 0.0 0.3
C -2.103 2.805 5.835 -0.3 0.2 0.0
O -3.245 2.783 5.461 -0.2 -0.1 -0.2
O -1.101 3.451 5.268 0.6 0.0 0.3
C -1.379 4.274 4.150 -0.4 0.3 -0.6
H -0.831 0.186 8.248 0.0 -0.1 0.0
H -2.379 -0.267 9.005 0.1 0.0 0.1
H -1.535 1.250 9.455 -0.1 -0.1 0.1
H -3.454 1.726 7.872 0.1 0.3 -0.1
H -2.779 0.509 6.775 -0.2 0.2 -0.1
H -1.048 3.789 3.231 0.1 0.0 0.1
H -0.845 5.208 4.291 0.2 -0.1 0.1
H -2.439 4.496 4.053 -0.1 -0.1 0.1
C -4.566 -2.743 -1.668 0.0 -1.3 -0.3
C -3.122 -2.610 -2.111 -0.1 1.5 0.5
O -2.447 -3.782 -2.560 0.4 -0.5 0.2
C -2.820 -4.361 -3.694 -0.5 0.4 0.3
O -3.792 -4.086 -4.344 0.0 0.1 -0.2
O -1.942 -5.321 -3.975 0.3 0.0 0.4
C -2.212 -6.061 -5.146 0.0 -0.3 -0.8
H -4.816 -1.962 -0.960 -0.1 0.3 -0.2
H -4.755 -3.687 -1.144 0.3 0.0 0.1
H -5.213 -2.800 -2.543 -0.2 0.5 0.1
H -2.524 -2.230 -1.279 0.1 -0.5 0.1
H -3.044 -1.808 -2.850 -0.1 -0.3 -0.3
H -2.005 -5.469 -6.040 -0.1 0.1 0.1
H -3.246 -6.398 -5.181 0.0 0.0 0.1
H -1.532 -6.908 -5.144 0.0 -0.1 0.1
C 6.466 -1.017 -2.730 -0.1 0.3 0.3
O 5.093 -0.864 -2.430 0.0 -0.1 -0.4
C 4.729 -1.631 -1.302 0.2 -0.2 0.7
C 3.254 -1.502 -1.031 0.0 0.3 -0.6
N 2.471 -2.037 -2.121 -0.2 -0.9 -0.1
C 1.060 -1.743 -2.045 0.3 1.3 -0.2
C 0.314 -2.240 -3.239 -0.5 -0.5 -0.5
O 0.814 -1.581 -4.399 0.2 -0.2 0.0
C 0.294 -2.139 -5.589 -0.1 0.0 0.1
H 6.700 -0.398 -3.594 -0.1 -0.1 -0.1
H 6.701 -2.068 -2.928 0.1 0.0 -0.1
H 7.083 -0.659 -1.894 0.0 -0.1 0.0
H 5.269 -1.274 -0.417 0.0 0.0 0.0
H 4.986 -2.695 -1.431 0.1 0.1 -0.3
H 3.051 -0.431 -0.847 -0.2 -0.2 0.2
H 3.001 -2.094 -0.152 0.1 0.2 0.3
H 2.833 -1.839 -3.043 0.1 0.4 0.1
H 0.933 -0.642 -2.061 -0.2 0.0 0.3
H 0.615 -2.063 -1.103 0.0 -0.3 0.0
H -0.760 -2.042 -3.160 0.0 0.2 0.2
H 0.395 -3.332 -3.366 0.2 0.1 0.0
H 0.753 -1.611 -6.422 -0.1 0.0 0.0
H -0.799 -2.038 -5.628 0.1 0.1 0.0
H 0.525 -3.209 -5.684 0.1 0.1 0.1
C 1.464 -6.266 -3.710 -0.4 -0.3 -0.6
O 2.169 -6.457 -2.514 -0.2 -0.1 0.3
C 2.491 -5.225 -1.882 0.1 -0.5 -0.2
C 3.021 -5.546 -0.518 1.0 0.1 0.5
N 2.051 -6.236 0.326 -0.4 -0.2 0.4
C 2.606 -6.759 1.578 0.1 -0.7 0.4
C 3.317 -5.743 2.460 0.5 -0.2 -1.1
O 2.510 -4.630 2.768 -0.5 -0.5 0.0
C 2.888 -3.999 3.972 0.2 0.2 0.6
H 2.067 -5.770 -4.482 0.0 0.2 0.2
H 0.522 -5.728 -3.547 0.2 0.2 0.0
H 1.185 -7.237 -4.129 0.2 -0.1 0.3
H 1.612 -4.573 -1.818 0.1 0.0 -0.1
H 3.279 -4.737 -2.464 -0.2 0.3 0.1
H 3.354 -4.623 -0.027 -0.4 0.1 -0.1
H 3.968 -6.112 -0.612 -0.3 -0.2 -0.1
H 1.731 -7.068 -0.163 -0.1 0.3 -0.4
H 3.298 -7.597 1.376 0.4 0.5 0.0
H 1.854 -7.305 2.165 -0.5 0.6 -0.2
H 4.188 -5.406 1.878 0.1 0.1 0.4
H 3.684 -6.266 3.347 -0.1 0.1 0.1
H 3.880 -3.540 3.902 -0.1 0.1 -0.2
H 2.925 -4.708 4.810 -0.1 -0.1 -0.2
H 2.147 -3.239 4.209 0.0 0.1 -0.2
C 4.616 -0.491 3.064 -0.5 -0.6 0.1
O 4.300 -1.068 1.799 0.2 -0.1 -0.1
H 4.100 -1.035 3.863 0.1 0.1 0.0
H 5.685 -0.613 3.229 0.1 0.2 -0.1
H 4.305 0.553 3.130 0.2 0.1 0.0
H 3.368 -1.326 1.783 -0.2 0.2 0.3
C -0.350 6.399 1.616 0.4 -0.3 0.1
O 0.726 5.822 0.863 -0.3 -0.5 0.0
H -0.066 6.314 2.667 -0.2 0.5 0.1
H -0.468 7.431 1.299 0.1 0.1 0.1
H -1.301 5.884 1.480 0.0 -0.1 -0.2
H 0.770 4.869 1.112 -0.1 0.3 -0.1
C -1.388 5.624 -1.851 0.0 0.1 -0.1
O -0.005 5.871 -1.747 0.5 0.0 -0.1
H -1.581 5.272 -2.869 0.0 0.0 0.0
H -1.724 4.857 -1.152 -0.1 0.0 0.1
H -1.966 6.542 -1.706 -0.1 -0.1 0.1
H 0.291 5.849 -0.810 -0.4 0.2 -0.1
C 2.502 4.463 4.008 -0.1 0.4 -1.0
O 3.096 3.772 2.906 -0.2 0.0 0.4
H 2.004 5.383 3.655 0.1 -0.1 0.0
H 1.730 3.863 4.491 0.3 -0.1 0.4
H 3.305 4.785 4.664 -0.1 -0.3 0.3
H 2.368 3.325 2.445 0.0 0.1 -0.3
C 0.847 0.727 5.132 -0.1 0.2 -0.2
O 1.916 -0.149 4.816 -0.2 -0.1 0.1
H 0.893 0.923 6.203 -0.1 0.0 0.0
H 0.905 1.687 4.604 0.2 -0.1 0.0
H -0.140 0.324 4.867 0.1 -0.2 0.2
H 1.727 -0.604 3.984 0.0 0.1 -0.1
C -4.407 3.480 1.561 0.5 0.1 -0.2
O -3.445 4.444 1.155 0.1 0.1 0.1
H -5.237 4.035 1.989 -0.2 -0.1 -0.1
H -4.723 2.889 0.695 -0.3 0.0 0.1
H -4.021 2.788 2.315 0.0 0.1 0.0
H -2.694 3.969 0.760 -0.1 -0.2 0.1
C -3.031 0.178 3.392 0.6 -0.1 0.3
O -3.633 -0.766 2.538 -0.4 0.0 -0.1
H -2.747 1.097 2.871 -0.1 0.0 0.0
H -3.703 0.424 4.212 -0.3 0.0 -0.2
H -2.125 -0.237 3.866 0.0 0.1 -0.1
H -3.046 -0.931 1.789 0.1 -0.1 0.2
```
Forces are in eV/Å.

Results
**Charge**: 0
**Molar mass**: 1091.34 g mol⁻¹
**Gap between HOMO and LUMO**: 7.16 eV